[1]
25
Properties=species:S:1:pos:R:3:mulliken_charge:R:1 method="wB97M-V/def2-TZVPD" largest_force_ha_per_bohr=0.044 spin_multiplicity=2 energy_ev=-20694.744 mol_weight_da=255.1
C 1.079 2.519 -1.907 -0.53
H -2.258 2.373 -0.469 0.28
O -0.699 1.448 0.650 -0.38
H 5.062 -2.164 -0.292 0.23
H -3.791 -2.280 2.037 0.30
O 3.303 -3.336 -0.552 -0.46
H 2.137 2.427 -1.658 0.24
O 0.597 1.219 -2.047 -0.43
H -3.801 -0.663 1.322 0.22
O -2.118 -1.092 2.297 -0.38
C 4.162 -2.244 -0.902 -0.34
H -1.952 3.034 1.120 0.29
H 1.113 3.137 -2.804 0.26
H 4.526 -2.198 -1.928 0.23
C -1.940 2.111 0.540 -0.57
H -1.662 -1.580 1.608 0.12
H -0.758 0.533 0.367 0.17
H 0.567 3.070 -1.118 0.21
H -2.776 1.553 0.963 0.18
I -0.033 -1.961 -0.246 0.18
H -3.835 -0.941 3.166 0.19
H 2.384 -3.093 -0.418 0.18
H 0.599 0.728 -1.222 0.24
C -3.476 -1.247 2.183 -0.53
H 3.569 -1.354 -0.690 0.09

---

[2]
13
Properties=species:S:1:pos:R:3:mulliken_charge:R:1 method="wB97M-V/def2-TZVPD" largest_force_ha_per_bohr=0.095 energy_ev=-9267.621 smiles=Cc1ccn(O)n1 mol_weight_da=98.1 e_above_lowest_ev=5.8807
H -2.775 1.190 -1.294 0.36
N -0.875 -0.361 -0.222 -0.60
H 1.871 1.041 0.441 0.31
N -0.970 1.089 -0.812 0.17
H 1.437 -1.318 2.020 0.30
H 0.644 1.413 -2.122 0.42
O -1.947 1.458 -1.719 -0.41
C 0.266 -0.496 0.416 0.74
C 0.309 1.086 -1.153 -0.29
H -0.297 -1.609 2.126 0.29
C 0.543 -1.537 1.436 -0.99
C 1.068 0.547 -0.080 -0.56
H 0.726 -2.502 0.962 0.25

---

[3]
98
Properties=species:S:1:pos:R:3:mulliken_charge:R:1 method="wB97M-V/def2-TZVPD" largest_force_ha_per_bohr=0.010 spin_multiplicity=3 energy_ev=-330291.567 mol_weight_da=1127.3 e_above_lowest_ev=0.9610
C -4.647 -4.515 -0.765 0.22
H -2.024 -2.980 0.170 -0.07
C 5.052 -2.056 -4.492 -0.74
C -4.234 1.747 -0.036 -0.39
C 6.988 -0.631 -4.487 -0.71
H -0.629 -1.883 2.438 0.13
H 2.127 -3.477 5.758 0.47
N -2.901 -3.269 -0.236 0.11
Se 5.778 1.751 -0.355 -0.31
C 0.396 0.540 4.247 0.33
O 0.977 3.282 2.972 -0.86
C 4.724 -4.459 0.820 -0.27
H -2.181 3.545 0.818 0.43
H -6.399 -5.646 -1.309 0.45
N -0.146 0.072 2.123 0.24
Ni -0.032 0.631 0.156 1.06
H 4.897 -4.157 1.844 0.33
C 8.101 -3.038 1.449 -0.73
O -1.807 1.795 -0.236 -0.49
C 6.706 -2.612 -0.459 -0.16
C 3.399 -4.394 -1.193 -1.00
N 1.549 0.251 -1.163 -0.35
H 6.439 -5.732 0.756 0.59
C 3.879 -1.655 2.853 0.11
C 6.174 -1.553 -5.131 -0.49
O 0.705 2.274 0.999 -0.62
C -1.825 3.227 -0.163 -1.27
H -2.828 -7.885 -0.506 0.42
H -1.553 -5.813 -0.043 0.21
H 2.520 -4.046 -1.723 0.44
H 6.411 -1.871 -6.135 0.38
C 7.612 -3.419 0.211 -0.77
C 4.241 -1.376 4.160 -0.91
C 5.562 -0.724 -2.557 0.05
H 8.813 -3.666 1.966 0.43
H 1.472 -3.965 3.426 0.42
H 7.856 -0.230 -4.990 0.41
H -1.531 -1.467 -1.039 0.34
C 2.502 -1.341 -0.052 -0.10
H 3.876 -1.802 6.226 0.41
C 0.704 2.315 2.268 1.20
H 6.524 -0.058 1.750 0.45
C 0.323 1.018 2.926 -0.36
H 8.088 -1.526 2.972 0.45
C 2.247 -3.240 3.636 -0.91
C 3.624 -3.984 0.122 1.02
C -5.296 -0.425 -0.184 -1.04
H 7.301 0.516 -2.695 0.38
C 6.805 -1.021 1.343 -0.57
C 6.684 -0.215 -3.202 -0.49
C -4.023 -2.505 -0.440 0.36
C 5.379 -5.744 -1.103 -0.58
P 5.267 -0.230 -0.836 0.56
C 2.877 -2.583 2.585 0.29
N -0.353 -1.011 2.878 -0.04
N -5.071 -3.203 -0.778 -0.75
C 3.607 -2.029 5.206 -0.61
C -0.043 -0.769 4.160 -0.71
C 7.692 -1.839 2.017 -0.80
C 4.282 -5.260 -1.806 -0.64
H 7.941 -4.341 -0.243 0.62
C -3.291 -4.580 -0.415 1.07
C -2.914 -0.254 -0.317 0.25
H -0.796 3.545 -0.299 0.33
C 5.592 -5.351 0.206 -0.81
H 6.064 -6.432 -1.578 0.42
N 2.823 0.455 -1.302 -0.57
C -3.320 -6.926 -0.573 -0.62
C -4.678 -6.879 -0.931 -0.49
C -3.004 1.136 -0.186 0.83
C -5.371 0.942 -0.045 -0.39
O 1.166 2.455 5.485 -0.56
H 1.078 2.857 4.568 0.45
C -5.356 -5.686 -1.034 -0.82
O -1.630 -0.747 -0.405 -0.90
P 2.391 -2.892 0.870 0.87
C -4.050 -1.045 -0.309 0.64
H 5.008 -0.642 4.357 0.52
Br -7.060 1.770 0.146 -0.20
H 4.363 -1.132 2.038 0.20
H 4.105 -5.575 -2.823 0.47
H -4.327 2.813 0.077 0.60
O 0.936 0.507 6.523 -0.60
C 0.856 1.171 5.519 0.46
H 3.865 -2.032 -2.711 0.33
C 3.471 -0.536 -0.661 -0.04
H 4.412 -2.766 -4.994 0.44
H -2.466 3.620 -0.955 0.51
H -6.178 -1.047 -0.195 0.60
C 4.744 -1.642 -3.206 -0.05
H -0.115 -1.514 4.924 0.61
C -2.600 -5.780 -0.310 -0.73
C 2.620 -2.966 4.942 -0.57
H -5.197 -7.805 -1.130 0.38
C 6.294 -1.409 0.104 0.87
H 6.337 -2.914 -1.431 0.35
Se 0.460 -3.761 0.732 -0.41
N 1.318 -0.840 -0.437 1.01

---

[4]
20
Properties=species:S:1:pos:R:3:mulliken_charge:R:1 method="wB97M-V/def2-TZVPD" largest_force_ha_per_bohr=0.035 energy_ev=-8932.001 smiles="CC/C=C/NC.O" mol_weight_da=103.2 e_above_lowest_ev=2.0095
H 2.872 0.341 -0.386 0.31
H -0.793 1.587 -0.170 0.29
C -1.620 -0.134 1.791 -0.53
C 2.485 0.923 0.447 -0.77
C -0.249 0.513 1.551 -0.56
H -2.398 0.612 1.956 0.26
H -2.761 -1.749 0.841 0.32
H -1.398 -0.755 2.660 0.32
H 3.190 1.596 0.923 0.23
C 0.019 1.277 0.484 0.00
H -1.271 -1.453 0.002 0.32
H -0.082 -1.378 -4.254 0.32
H 1.087 -2.401 -4.206 0.32
N 1.298 1.660 0.028 -0.31
O 0.331 -2.110 -4.711 -0.63
H 0.499 0.557 2.338 0.38
H 2.151 0.180 1.173 0.28
C -2.056 -0.958 0.573 -1.10
H -2.503 -0.240 -0.116 0.30
H 1.198 1.930 -0.923 0.26

---

[5]
71
Properties=species:S:1:pos:R:3:mulliken_charge:R:1 method="wB97M-V/def2-TZVPD" largest_force_ha_per_bohr=0.065 spin_multiplicity=6 energy_ev=-90547.653 mol_weight_da=715.4 e_above_lowest_ev=0.0000
C 1.506 -5.352 -1.366 -0.93
C -2.171 -1.658 -1.839 -1.45
H -0.518 3.035 -6.341 0.38
H -0.390 -0.671 -3.577 0.48
C -0.082 0.053 -2.825 -0.43
C 3.615 1.630 0.804 -1.00
C 0.473 -3.351 -0.464 0.81
H -1.581 -2.005 5.985 0.33
O 1.040 -0.291 -2.252 -0.50
H -0.121 -2.006 4.937 0.27
C -1.687 -0.244 -1.642 1.07
O -0.561 -0.877 2.822 -0.72
H -1.397 -2.293 -2.294 0.21
H -2.531 -2.187 -0.928 0.28
H -1.592 0.823 6.685 0.30
H 3.309 0.829 -2.462 0.32
H 4.807 1.450 -1.668 0.35
C 1.285 2.514 3.423 0.60
N 3.235 0.896 -0.386 0.36
H -4.480 -0.215 -1.673 0.33
H -1.684 0.787 3.186 0.82
Sm -0.887 -0.427 0.566 0.78
O 0.576 3.951 1.336 -0.65
C -0.510 -5.519 0.061 -0.95
C 0.325 2.524 -2.582 0.03
H -0.047 -6.077 0.886 0.32
H 2.157 -4.613 -1.824 0.28
H 1.328 -2.816 -0.904 -0.16
C 2.530 -0.242 -0.328 -0.38
H 1.038 -5.959 -2.142 0.32
H -1.340 -4.923 0.442 0.26
H 0.461 4.902 -5.015 0.40
H 3.357 2.481 -1.752 0.30
C -4.033 0.782 -1.794 -1.68
S 0.049 2.796 2.021 1.26
H 2.657 -0.872 -1.213 0.84
H 0.983 4.562 -2.577 0.45
C 3.706 1.441 -1.645 -0.98
F 1.448 1.162 3.655 -0.23
H -0.874 -6.253 -0.665 0.33
H 0.518 2.369 -1.510 0.58
H -0.169 -1.079 6.480 0.31
C -0.744 -1.401 5.599 -0.94
H 4.708 1.761 0.818 0.38
C -2.524 0.812 -1.722 -0.44
H -2.127 1.824 -1.778 0.46
H 2.092 -6.010 -0.724 0.34
C 0.276 3.947 -4.547 -0.48
H 3.170 2.635 0.773 0.30
F 2.517 3.007 3.159 -0.24
C -0.258 2.898 -5.291 -0.64
C -0.110 1.445 -3.362 0.30
H -3.036 -1.614 -2.515 0.58
O -0.446 -2.699 0.118 -0.66
O 1.779 -0.587 0.604 -0.71
H -4.478 1.412 -1.015 0.33
N 0.481 -4.671 -0.593 0.23
O 0.113 1.579 1.142 0.04
H 3.284 1.109 1.703 0.16
H -4.386 1.173 -2.755 0.42
C -0.447 1.642 -4.702 -0.43
C 0.560 3.763 -3.192 -0.94
C -2.060 0.691 5.706 -0.95
H -3.063 0.274 5.855 0.34
N -1.254 -0.221 4.910 0.32
O -1.208 2.877 2.743 -0.70
H -2.143 1.652 5.196 0.32
Cl -3.312 -0.128 1.364 -0.50
F 0.873 3.062 4.573 -0.24
C -1.168 -0.084 3.602 -0.33
H -0.836 0.794 -5.288 0.35

---

[6]
68
Properties=species:S:1:pos:R:3:mulliken_charge:R:1 method="wB97M-V/def2-TZVPD" largest_force_ha_per_bohr=0.029 charge=-1 energy_ev=-119247.320 mol_weight_da=1019.2 e_above_lowest_ev=0.0000
C 16.218 8.024 8.008 -0.91
C 13.263 12.846 13.241 -0.02
C 7.652 14.406 12.285 -0.90
H 16.584 7.552 9.847 0.39
H 8.322 6.997 9.025 0.36
H 15.480 7.679 7.271 0.29
H 11.352 5.070 6.786 0.33
H 6.920 14.662 7.732 0.41
N 10.993 11.982 11.269 0.56
C 9.040 13.276 10.616 -0.76
C 9.552 13.065 12.953 -0.46
H 10.148 12.645 13.751 0.32
O 13.471 11.699 9.904 -0.30
S 12.021 14.798 8.893 -0.63
H 8.995 13.369 7.331 0.48
I 9.170 9.814 9.580 0.28
C 12.484 11.761 13.588 -0.18
Sb 12.114 14.185 6.491 0.64
N 12.307 9.201 8.662 0.25
H 12.846 6.989 7.169 0.43
C 13.547 8.917 8.838 -1.37
C 10.131 8.090 8.846 0.15
H 11.883 10.423 15.163 0.50
H 13.235 13.216 12.251 0.42
H 6.202 15.144 10.083 0.38
S 10.455 15.359 5.474 -0.63
C 11.007 5.933 7.372 -0.59
H 6.817 15.039 12.531 0.40
C 8.456 13.900 13.240 -0.97
O 16.113 7.118 9.126 -0.54
C 9.893 12.766 11.673 1.05
H 8.254 14.133 14.294 0.36
H 13.372 11.514 16.891 0.36
Sn 11.686 12.414 9.282 1.54
H 9.073 5.051 7.732 0.38
O 12.470 9.973 11.699 -0.59
C 9.334 6.975 8.647 -0.60
O 10.441 10.320 13.020 -0.65
S 14.224 13.944 5.880 -0.59
C 11.475 8.093 8.412 0.24
H 17.970 10.021 8.037 0.30
S 11.552 10.875 12.326 1.34
H 14.777 13.987 8.808 0.02
H 14.734 14.267 13.929 0.44
N 16.873 11.664 8.734 -0.66
C 8.653 13.495 8.353 -0.29
N 9.387 12.995 9.334 0.30
C 11.862 6.989 7.624 -0.43
C 17.001 10.373 8.410 -0.82
C 9.740 5.884 7.910 -0.68
H 13.851 7.873 8.835 1.10
C 15.514 13.519 9.496 -0.57
C 14.123 13.420 14.197 -0.86
C 12.483 11.269 14.905 -0.37
S 11.255 12.021 6.909 -0.55
C 7.933 14.105 10.928 0.97
C 13.324 11.854 15.853 -0.69
H 15.161 13.710 10.531 0.02
C 14.157 12.900 15.483 -0.32
C 7.486 14.299 8.575 -0.96
C 14.570 11.213 9.266 -0.08
H 14.823 13.360 16.228 0.34
C 15.687 12.082 9.187 0.33
H 16.493 13.999 9.359 0.39
C 15.974 9.441 8.435 0.55
C 7.104 14.557 9.864 -0.68
H 17.210 7.944 7.544 0.34
C 14.692 9.888 8.849 0.70